Record 1
Density functional theory data (ωB97M-V/def2-TZVPD) for C14H46BNaO14 as an isolated structure at a distorted geometry.

```
76
Properties=species:S:1:pos:R:3:lowdin_charge:R:1
Na -9.563 10.789 11.924 0.586
B -11.981 11.034 13.203 -0.322
H -12.890 11.636 13.727 0.016
H -11.295 10.432 13.999 0.005
H -12.411 10.153 12.491 0.001
H -11.353 11.835 12.577 -0.031
C -13.408 7.432 12.700 -0.254
C -14.466 6.541 13.262 -0.278
O -13.992 5.324 13.765 -0.039
O -12.544 7.953 13.688 -0.081
H -13.884 8.188 12.064 0.103
H -12.796 6.837 12.006 0.129
H -15.286 6.493 12.529 0.121
H -14.963 7.076 14.084 0.124
H -14.009 4.628 13.104 0.089
H -12.588 8.920 13.689 0.010
C -15.955 10.686 12.783 -0.211
C -17.269 11.206 12.258 -0.272
O -17.372 12.558 11.922 -0.047
O -14.916 10.814 11.809 -0.113
H -16.130 9.632 13.017 0.116
H -15.701 11.261 13.680 0.125
H -18.010 11.022 13.044 0.123
H -17.609 10.560 11.430 0.125
H -16.707 12.778 11.251 0.046
H -14.087 10.822 12.310 0.006
C -14.334 9.173 8.910 -0.228
C -15.052 7.870 8.605 -0.245
O -14.673 7.274 7.367 -0.066
O -13.026 8.847 9.395 -0.078
H -14.910 9.569 9.749 0.098
H -14.306 9.766 7.996 0.130
H -16.117 8.093 8.571 0.122
H -14.816 7.157 9.403 0.114
H -13.711 7.300 7.342 0.079
H -12.701 9.602 9.893 0.067
C -13.670 14.604 15.023 -0.271
C -12.878 13.988 16.143 -0.183
O -11.667 13.318 15.682 -0.099
O -12.998 15.607 14.308 -0.055
H -14.529 15.071 15.523 0.125
H -14.102 13.855 14.344 0.105
H -13.518 13.334 16.736 0.122
H -12.475 14.806 16.739 0.128
H -11.997 12.521 15.248 0.039
H -12.257 15.176 13.850 0.036
C -8.391 9.650 14.689 -0.210
C -8.517 8.448 13.785 -0.205
O -9.632 8.595 12.898 -0.096
O -8.060 10.840 13.957 -0.080
H -7.681 9.484 15.506 0.130
H -9.339 9.847 15.191 0.123
H -8.645 7.529 14.358 0.135
H -7.599 8.350 13.196 0.126
H -10.408 8.265 13.379 0.077
H -7.271 10.634 13.441 0.096
C -8.941 14.372 13.862 -0.251
C -9.734 14.811 12.650 -0.198
O -11.108 14.429 12.726 -0.116
O -9.517 14.850 15.046 -0.053
H -7.928 14.772 13.773 0.125
H -8.883 13.272 13.900 0.104
H -9.257 14.473 11.715 0.118
H -9.776 15.897 12.559 0.132
H -11.210 13.478 12.883 0.033
H -10.295 14.295 15.241 0.038
C -13.915 14.131 10.894 -0.243
C -14.951 13.968 9.824 -0.218
O -15.474 12.637 9.715 -0.093
O -12.711 13.555 10.428 -0.063
H -14.270 13.726 11.850 0.116
H -13.745 15.202 11.069 0.130
H -14.493 14.158 8.848 0.121
H -15.770 14.686 9.906 0.123
H -15.051 12.020 10.333 0.041
H -11.981 13.769 11.020 0.042
```

The calculation puts the total energy at -1801.4150 hartree. For the relative energy (zero: lowest compared OMol25 entry of this formula, charge and spin), the calculation gives 0.0 kJ/mol. The frontier orbital gap comes out at 8.429 eV. As for the spin multiplicity: 1.



Record 2
Density functional theory data (ωB97M-V/def2-TZVPD) for a 6-piece molecular cluster, C32H76NO17PS5Si overall at a distorted geometry.

```
133
Properties=species:S:1:pos:R:3:lowdin_charge:R:1
C 2.451 -2.253 0.916 -0.132
C 3.564 -1.381 1.733 -0.235
C 2.930 -0.149 2.554 -0.211
C 3.419 1.308 2.004 -0.185
C 3.033 2.404 3.147 -0.193
C 2.731 3.793 2.377 -0.220
C 1.234 3.894 1.802 -0.203
C 0.095 3.633 2.941 -0.195
C -1.272 4.277 2.386 -0.216
C -2.604 3.429 2.688 -0.207
C -2.497 1.851 2.409 -0.220
C -1.841 1.451 0.996 -0.196
C -2.832 0.624 0.023 -0.194
C -2.855 -0.962 0.276 -0.193
C -2.931 -1.410 1.818 -0.262
C -1.488 -1.712 2.495 -0.274
Si -1.744 -1.768 4.421 0.552
O -1.425 -3.367 5.046 -0.209
C -0.204 -3.868 4.515 -0.295
N 0.707 -4.141 3.760 0.154
P -0.303 -0.382 5.420 0.612
O 1.139 -0.945 5.314 -0.549
H 2.721 -2.187 -0.192 0.063
H 2.432 -3.318 1.334 0.062
H 1.388 -1.809 1.059 0.052
H 4.363 -1.043 0.987 0.097
H 4.073 -2.139 2.444 0.100
H 1.781 -0.243 2.489 0.087
H 3.262 -0.263 3.645 0.093
H 4.555 1.289 1.839 0.113
H 2.885 1.541 1.007 0.109
H 3.883 2.585 3.889 0.100
H 2.140 1.973 3.717 0.090
H 3.025 4.699 3.038 0.109
H 3.471 3.823 1.483 0.111
H 1.056 4.933 1.334 0.111
H 1.091 3.078 0.996 0.105
H 0.030 2.531 3.235 0.070
H 0.449 4.216 3.864 0.116
H -1.203 4.453 1.254 0.095
H -1.402 5.287 2.942 0.115
H -3.538 3.810 2.120 0.115
H -2.844 3.560 3.807 0.108
H -3.583 1.446 2.398 0.103
H -1.951 1.273 3.239 0.059
H -0.837 0.886 1.134 0.108
H -1.553 2.408 0.407 0.101
H -3.876 1.114 0.004 0.118
H -2.412 0.772 -1.049 0.102
H -2.000 -1.531 -0.241 0.101
H -3.826 -1.355 -0.223 0.117
H -3.502 -2.421 1.840 0.115
H -3.554 -0.706 2.487 0.078
H -0.686 -0.934 2.253 0.056
H -1.097 -2.737 2.154 0.073
H -3.079 -1.335 4.823 -0.010
H -0.412 0.886 4.756 -0.036
H -0.632 -0.197 6.814 -0.010
O 2.009 3.066 -2.417 -0.284
S 0.739 2.496 -2.789 0.595
O 0.005 1.633 -1.901 -0.294
O 0.892 1.761 -4.221 -0.261
C 1.921 0.786 -4.381 -0.267
C 1.530 -0.544 -3.763 -0.072
C -0.333 3.799 -3.323 -0.119
H 2.868 1.149 -3.969 0.116
H 2.067 0.652 -5.455 0.123
H 1.472 -0.469 -2.674 0.065
H 2.263 -1.315 -4.011 0.084
H 0.546 -0.861 -4.117 0.086
H 0.198 4.420 -4.044 0.072
H -0.607 4.390 -2.449 0.073
H -1.225 3.361 -3.770 0.077
O -2.274 -3.188 -2.545 -0.290
S -1.231 -4.183 -2.547 0.596
O -0.231 -4.236 -3.580 -0.284
O -1.901 -5.648 -2.395 -0.264
C -2.927 -6.027 -3.312 -0.266
C -2.349 -6.453 -4.648 -0.070
C -0.420 -4.145 -0.974 -0.122
H -3.655 -5.220 -3.436 0.117
H -3.455 -6.872 -2.865 0.124
H -1.899 -5.605 -5.170 0.072
H -3.129 -6.870 -5.290 0.069
H -1.564 -7.201 -4.511 0.085
H -1.174 -4.167 -0.188 0.068
H 0.157 -3.221 -0.914 0.061
H 0.245 -5.004 -0.899 0.080
O 5.958 1.202 5.053 -0.290
S 5.956 0.578 6.353 0.599
O 5.059 0.995 7.398 -0.279
O 7.465 0.563 6.939 -0.267
C 8.182 1.793 7.007 -0.273
C 7.749 2.625 8.200 -0.077
C 5.790 -1.171 6.135 -0.115
H 8.078 2.356 6.075 0.115
H 9.239 1.538 7.113 0.122
H 6.723 2.981 8.078 0.071
H 8.398 3.496 8.319 0.079
H 7.778 2.031 9.117 0.085
H 6.511 -1.504 5.389 0.075
H 4.774 -1.372 5.791 0.073
H 5.964 -1.664 7.091 0.075
O -6.073 -7.424 -5.173 -0.291
S -7.342 -7.996 -5.544 0.604
O -8.077 -8.855 -4.654 -0.278
O -7.187 -8.736 -6.974 -0.265
C -6.156 -9.711 -7.129 -0.270
C -6.548 -11.038 -6.508 -0.076
C -8.415 -6.695 -6.086 -0.122
H -5.211 -9.345 -6.717 0.113
H -6.009 -9.847 -8.203 0.123
H -6.606 -10.960 -5.419 0.072
H -5.814 -11.810 -6.752 0.081
H -7.531 -11.357 -6.862 0.085
H -7.883 -6.077 -6.808 0.075
H -8.689 -6.101 -5.214 0.077
H -9.306 -7.136 -6.532 0.075
O -0.349 7.279 -3.463 -0.290
S -0.035 8.643 -3.804 0.605
O 0.467 9.005 -5.103 -0.277
O 0.951 9.253 -2.676 -0.265
C 2.151 8.545 -2.364 -0.267
C 3.227 8.789 -3.405 -0.075
C -1.439 9.658 -3.440 -0.122
H 1.952 7.477 -2.244 0.115
H 2.496 8.920 -1.398 0.123
H 2.956 8.338 -4.363 0.072
H 4.178 8.357 -3.085 0.082
H 3.363 9.859 -3.579 0.085
H -1.786 9.432 -2.433 0.074
H -2.219 9.425 -4.166 0.077
H -1.150 10.705 -3.527 0.076
```

The calculation puts the total energy at -5220.2680 hartree. As for the SMILES: CCCCCCCCCCCCCCCC[Si@@H](OC#N)[PH2]=O.CCOS(C)(=O)=O.CCOS(C)(=O)=O.CCOS(C)(=O)=O.CCOS(C)(=O)=O.CCOS(C)(=O)=O. The frontier orbital gap comes out at 9.550 eV. As for the spin multiplicity: 1.



Record 3
Density functional theory data (ωB97M-V/def2-TZVPD) for a 8-piece molecular cluster, C18H53BrN4O12P3S9 overall at a distorted geometry.

```
100
Properties=species:S:1:pos:R:3:lowdin_charge:R:1
N 3.515 -2.574 3.445 -0.315
P 3.873 -1.619 2.151 0.731
C 2.678 -2.213 0.740 -0.227
C 2.997 -3.282 -0.473 -0.301
P 4.756 -4.018 -0.585 0.884
N 5.684 -2.790 -1.554 -0.174
O 4.830 -5.459 -1.559 -0.355
N 1.764 -3.468 -1.331 -0.481
Br 1.758 -4.602 -2.824 0.919
C 0.653 -2.562 -0.761 -0.171
P -1.101 -2.397 -1.501 0.398
O -2.283 -1.672 -0.447 -0.266
O -1.655 -4.054 -1.823 -0.273
S -0.980 -1.474 -3.233 0.295
N 1.240 -1.840 0.453 -0.111
C 0.593 -0.800 1.372 -0.188
S 1.112 0.892 0.655 0.804
O 0.742 0.845 -0.879 -0.447
O 0.475 2.090 1.401 -0.394
H 2.762 -3.270 3.175 -0.046
H 3.554 -0.233 2.507 0.000
H 5.280 -1.736 1.755 0.013
H 5.056 -2.582 -2.386 -0.008
H 5.645 -1.897 -0.990 0.025
H 4.039 -6.060 -1.426 0.041
H -2.224 -0.654 -0.513 0.030
H -1.050 -4.651 -1.259 0.076
H -0.570 -0.933 1.379 0.140
H 0.946 -0.901 2.501 0.134
H 2.537 0.886 0.689 0.069
C -2.552 3.711 0.695 -0.254
S -3.343 2.319 -0.149 0.874
O -2.448 1.126 0.013 -0.592
C -3.105 2.953 -1.827 -0.252
H -2.553 3.509 1.770 0.054
H -1.521 3.822 0.350 0.054
H -3.116 4.626 0.500 0.048
H -2.041 3.111 -2.021 0.060
H -3.651 3.892 -1.943 0.059
H -3.497 2.217 -2.533 0.051
C 3.850 -7.489 -6.001 -0.255
S 2.474 -7.640 -4.836 0.789
O 3.024 -7.425 -3.458 -0.620
C 2.233 -9.421 -5.054 -0.257
H 4.191 -6.450 -5.999 0.055
H 4.673 -8.140 -5.696 0.064
H 3.511 -7.755 -7.005 0.058
H 3.153 -9.956 -4.807 0.063
H 1.946 -9.626 -6.088 0.058
H 1.434 -9.746 -4.385 0.053
C 0.128 -2.940 6.031 -0.257
S 0.296 -4.149 4.695 0.836
O 0.572 -3.389 3.432 -0.606
C -1.446 -4.641 4.663 -0.262
H 1.101 -2.472 6.199 0.053
H -0.598 -2.172 5.753 0.059
H -0.191 -3.445 6.946 0.058
H -2.077 -3.771 4.468 0.059
H -1.715 -5.093 5.620 0.058
H -1.582 -5.375 3.865 0.052
C -3.599 5.764 4.923 -0.267
S -4.199 6.939 3.685 0.817
O -4.253 6.220 2.370 -0.576
C -2.718 7.979 3.675 -0.259
H -4.358 4.990 5.063 0.052
H -2.670 5.299 4.581 0.055
H -3.433 6.281 5.871 0.022
H -1.843 7.382 3.408 0.056
H -2.580 8.428 4.662 0.016
H -2.857 8.770 2.934 0.056
C -3.879 9.732 9.074 -0.263
S -3.711 8.523 7.738 0.807
O -3.435 9.282 6.475 -0.561
C -5.453 8.030 7.706 -0.258
H -2.906 10.200 9.241 0.054
H -4.605 10.500 8.796 0.062
H -4.198 9.226 9.989 0.055
H -6.084 8.900 7.511 0.064
H -5.722 7.578 8.663 0.057
H -5.589 7.297 6.908 0.037
C -0.418 0.447 -6.708 -0.263
S -0.346 -1.316 -7.109 0.778
O 0.912 -1.549 -7.892 -0.558
C -1.722 -1.301 -8.284 -0.260
H 0.390 0.676 -6.007 0.017
H -0.288 1.044 -7.614 0.065
H -1.377 0.678 -6.239 0.055
H -1.515 -0.599 -9.095 0.060
H -2.641 -1.016 -7.766 0.055
H -1.837 -2.307 -8.695 0.053
C 3.546 0.658 -2.765 -0.253
S 2.756 -0.734 -3.608 0.802
O 3.651 -1.926 -3.447 -0.604
C 2.994 -0.100 -5.287 -0.240
H 3.545 0.457 -1.690 0.022
H 4.577 0.770 -3.109 0.064
H 2.983 1.573 -2.960 0.062
H 4.057 0.058 -5.480 0.068
H 2.447 0.839 -5.403 0.050
H 2.602 -0.836 -5.993 0.039
```

The calculation puts the total energy at -9020.6008 hartree. The frontier orbital gap comes out at 6.222 eV. Its total charge is +1. As for the spin multiplicity: 1.



Q: What is the formula in the third record?
A: C18H53BrN4O12P3S9